DFT (ωB97M-V with the def2-TZVPD basis set) results for 9 unconnected molecules or ions with the total composition C82H85IN3O7P at a distorted geometry.

Cartesian coordinates (Å):
1 C 1.963267 -3.778907 -0.222869
2 C 1.227898 -4.069199 -1.338367
3 C -0.268373 -4.358827 -1.242679
4 C -0.877043 -4.003566 0.104143
5 C -1.036342 -5.020279 1.016160
6 O -0.658887 -6.344600 0.702623
7 C 0.364369 -6.744374 1.395709
8 N 1.259173 -7.099875 2.062294
9 C -1.581782 -4.801957 2.259905
10 C -2.010740 -3.553480 2.629928
11 N -2.581909 -3.319423 3.924387
12 C -1.864283 -2.514223 1.716139
13 C -1.302820 -2.737010 0.467385
14 C -1.180188 -1.570042 -0.502682
15 O -1.328986 -1.708466 -1.696572
16 C -0.863484 -0.250215 0.170997
17 C -0.016752 0.682140 -0.387298
18 O 0.512216 0.361567 -1.621654
19 C -0.077788 1.188267 -2.648988
20 C -0.580852 0.439685 -3.879602
21 C -1.149784 1.538169 -4.830199
22 C 0.304282 1.881874 0.260591
23 C 1.276323 2.905023 -0.322948
24 C 0.624867 3.931167 -1.272027
25 C 1.578573 4.655491 -2.242648
26 I 2.842710 3.362400 -3.407397
27 C -0.302544 2.117668 1.492437
28 C -0.044327 3.409158 2.249661
29 C 1.278756 3.409853 3.079931
30 C 1.953250 2.038276 3.186518
31 N 3.257920 2.163181 3.862655
32 C 3.913767 0.827825 3.808738
33 C 4.981823 0.725368 2.735125
34 C 4.836235 1.254716 1.471738
35 C 5.809153 1.119427 0.496429
36 C 6.961176 0.426665 0.804420
37 C 7.129211 -0.083589 2.068781
38 C 6.162990 0.057743 3.041832
39 O 6.349319 -0.474329 4.307330
40 C -1.160697 1.166140 2.065267
41 P -2.008714 1.355470 3.726015
42 O -3.377271 2.245056 3.393920
43 O -1.009727 2.239445 4.718777
44 C -1.439618 -0.024678 1.414982
45 C -2.322114 -1.093447 1.984278
46 O -3.355059 -0.891855 2.594239
47 H 2.005353 -4.516051 0.585000
48 H 2.515470 -2.837083 -0.186079
49 H 1.714335 -4.140148 -2.315752
50 H -0.820401 -3.873910 -2.048741
51 H -0.428797 -5.443450 -1.385623
52 H -1.687251 -5.633957 2.952936
53 H -3.581856 -3.165220 3.866858
54 H -2.165631 -2.459294 4.267458
55 H 0.594827 1.977493 -2.992163
56 H -0.947837 1.704161 -2.215344
57 H 0.190482 -0.149890 -4.384945
58 H -1.436857 -0.188235 -3.610394
59 H -0.324341 2.256848 -4.962949
60 H -1.945072 2.103621 -4.325918
61 H -1.498514 1.133668 -5.781696
62 H 2.126421 2.360010 -0.751329
63 H 1.678964 3.472067 0.526149
64 H -0.205620 3.533247 -1.850318
65 H 0.196894 4.723832 -0.636809
66 H 2.206785 5.418537 -1.778354
67 H 0.938051 5.187694 -2.953871
68 H -0.909878 3.691526 2.849105
69 H 0.058938 4.197576 1.491200
70 H 1.987795 4.103589 2.610559
71 H 1.065161 3.827261 4.072322
72 H 2.202659 1.727135 2.165973
73 H 1.289958 1.318828 3.690811
74 H 3.117030 2.404470 4.837326
75 H 4.302162 0.612886 4.806710
76 H 3.137905 0.074587 3.582316
77 H 3.947043 1.809443 1.182671
78 H 5.660294 1.539130 -0.494330
79 H 7.740867 0.266197 0.064255
80 H 8.037864 -0.617426 2.350036
81 H 7.187477 -0.110539 4.617852
82 H -3.802846 1.782262 2.656632
83 H -1.548457 2.818266 5.277916
84 C 0.948607 2.723849 -8.484070
85 C 1.369442 1.734237 -7.608893
86 C 1.243433 0.396456 -7.959850
87 C 0.694358 0.048145 -9.186199
88 C 0.264460 1.038148 -10.058752
89 C 0.391867 2.375552 -9.708425
90 H 1.049997 3.767742 -8.211862
91 H 1.794204 2.001946 -6.649441
92 H 1.574228 -0.375788 -7.276215
93 H 0.599119 -0.995144 -9.460673
94 H -0.171492 0.767697 -11.012579
95 H 0.055175 3.147867 -10.390037
96 C -3.057122 -1.499437 -7.251311
97 C -4.067410 -1.549325 -6.300868
98 C -5.397120 -1.534457 -6.699844
99 C -5.716341 -1.465359 -8.049464
100 C -4.705423 -1.406472 -8.999618
101 C -3.375629 -1.424788 -8.600737
102 H -2.019369 -1.516742 -6.940615
103 H -3.818113 -1.600236 -5.248030
104 H -6.185366 -1.576604 -5.958700
105 H -6.753389 -1.456289 -8.360787
106 H -4.954177 -1.346856 -10.052059
107 H -2.586582 -1.380502 -9.341476
108 C 5.659977 -1.421242 8.394653
109 C 4.794025 -1.541477 9.473496
110 C 3.421467 -1.520888 9.267945
111 C 2.914613 -1.376299 7.983637
112 C 3.780719 -1.247318 6.905870
113 C 5.154456 -1.270625 7.109381
114 H 6.730746 -1.444067 8.555500
115 H 5.189402 -1.652248 10.475631
116 H 2.746182 -1.618055 10.108868
117 H 1.843665 -1.363397 7.822558
118 H 3.384535 -1.130086 5.905422
119 H 5.828125 -1.172223 6.269050
120 C 7.866544 -3.360832 0.350509
121 C 8.684829 -4.319657 -0.231228
122 C 8.145132 -5.523851 -0.662695
123 C 6.787581 -5.770717 -0.508641
124 C 5.970841 -4.815300 0.081044
125 C 6.509594 -3.609832 0.509466
126 H 8.285524 -2.419127 0.681242
127 H 9.744289 -4.128150 -0.349230
128 H 8.782788 -6.270524 -1.119306
129 H 6.366006 -6.708830 -0.847251
130 H 4.912855 -5.009985 0.206259
131 H 5.872082 -2.863160 0.968007
132 C -3.532977 5.071537 -7.310389
133 C -2.674406 4.149777 -7.894208
134 C -3.154258 2.910035 -8.295899
135 C -4.492786 2.590650 -8.110251
136 C -5.349429 3.509383 -7.518566
137 C -4.870366 4.750114 -7.119956
138 H -3.159854 6.040698 -7.002787
139 H -1.629301 4.396893 -8.037028
140 H -2.484085 2.192151 -8.754255
141 H -4.867611 1.624142 -8.425191
142 H -6.392079 3.258138 -7.368318
143 H -5.539275 5.467191 -6.660453
144 C -3.240464 -3.732720 8.582367
145 C -4.135860 -3.912736 9.627897
146 C -5.502000 -3.909231 9.380766
147 C -5.972968 -3.721663 8.088415
148 C -5.077505 -3.533024 7.044566
149 C -3.711161 -3.539935 7.290305
150 H -2.174824 -3.741955 8.774141
151 H -3.768705 -4.056734 10.636615
152 H -6.200407 -4.052978 10.195925
153 H -7.038823 -3.721499 7.894801
154 H -5.445728 -3.381140 6.037180
155 H -3.013754 -3.395402 6.475629
156 C 3.746146 8.202821 -9.324860
157 C 4.603299 7.278379 -9.906447
158 C 4.121028 6.040165 -10.307986
159 C 2.781810 5.724740 -10.124224
160 C 1.926473 6.645870 -9.534773
161 C 2.407905 7.885471 -9.136355
162 H 4.121374 9.170866 -9.017625
163 H 5.648476 7.523618 -10.047481
164 H 4.788888 5.320447 -10.764277
165 H 2.404436 4.759644 -10.439525
166 H 0.882111 6.397725 -9.386333
167 H 1.740210 8.604720 -8.678742
168 C -7.552036 -2.224340 12.282182
169 C -8.033520 -1.955697 13.556209
170 C -9.398450 -1.819206 13.768913
171 C -10.282623 -1.947162 12.706439
172 C -9.801058 -2.207080 11.430765
173 C -8.436383 -2.347314 11.218367
174 H -6.487349 -2.337100 12.117654
175 H -7.343909 -1.853189 14.384733
176 H -9.773605 -1.612856 14.763435
177 H -11.347458 -1.843095 12.872653
178 H -10.490243 -2.301285 10.600845
179 H -8.061291 -2.552110 10.223362

Force components x, y, z for each atom (eV/Å):
C -0.15 -0.13 -0.82
C -0.23 0.24 0.71
C 0.40 -2.02 0.03
C 0.45 -0.94 -1.43
C -0.38 0.59 0.61
O 0.46 -0.08 -0.08
C 1.48 -0.66 1.35
N -1.64 0.61 -1.41
C -0.16 -0.90 0.55
C -0.68 0.71 0.30
N 0.62 -0.30 -0.02
C 0.18 1.03 -0.37
C 0.11 0.46 -0.38
C 0.23 -0.01 0.06
O -0.06 0.13 0.63
C -0.35 -1.16 -0.09
C 0.60 -0.11 -0.99
O -0.16 0.82 0.15
C -0.65 -0.19 -0.50
C -1.06 0.55 -0.18
C 1.02 0.01 0.78
C 0.01 0.26 0.00
C -0.19 -0.35 0.43
C 0.54 0.41 0.11
C -0.75 0.26 0.03
I 0.13 0.38 0.05
C -0.30 0.18 0.42
C 0.45 0.34 -0.67
C -0.27 0.10 0.03
C 0.41 1.33 0.15
N -0.32 -0.93 -0.35
C -0.40 0.62 0.02
C -0.22 -0.22 1.26
C -0.39 0.43 -0.78
C -0.06 -0.01 -0.16
C 0.45 -0.01 -0.51
C 0.83 -0.56 0.60
C -0.35 0.14 -0.36
O 0.23 0.42 -0.32
C -0.47 1.23 0.89
P -0.24 -2.61 0.99
O 1.08 0.58 -0.13
O -0.73 0.87 -0.98
C 0.03 -0.01 0.13
C -0.36 -0.90 0.13
O 0.39 0.46 -0.40
H -1.20 1.17 0.86
H 1.46 -1.08 -0.39
H -0.58 1.58 -0.18
H 0.43 0.14 0.09
H -0.21 0.30 -0.13
H 0.03 0.18 -0.03
H 0.06 0.06 -0.09
H -0.34 0.02 0.23
H 0.24 -0.40 0.29
H 0.09 -0.21 -0.07
H -0.05 0.06 0.21
H 0.52 -0.28 0.07
H -0.35 -0.06 -0.56
H -0.05 -0.29 -0.22
H 0.06 0.18 0.09
H -0.28 0.16 -0.31
H 0.14 -0.20 -0.28
H 0.15 -0.11 0.17
H -0.01 -0.13 -0.23
H 0.14 -0.43 0.08
H 0.35 -0.15 -0.08
H 0.18 -0.20 -0.04
H -0.21 -0.09 0.26
H -0.01 -0.20 0.11
H 0.08 -0.24 -0.12
H -0.40 -0.36 0.25
H 0.10 -0.05 -0.29
H -0.07 0.04 -0.07
H 0.25 -0.13 -0.37
H 0.26 -0.04 0.22
H 0.04 -0.08 0.32
H -0.01 -0.05 0.15
H -0.13 0.10 0.06
H -0.11 0.07 -0.20
H 0.00 -0.26 0.15
H -0.17 0.08 0.12
H 0.16 -0.01 0.08
C -0.07 0.05 -0.05
C 0.02 -0.08 0.07
C 0.00 0.00 0.02
C -0.04 -0.02 0.03
C -0.03 0.01 -0.04
C 0.01 0.03 0.01
H 0.02 -0.01 0.01
H 0.01 0.02 0.00
H 0.01 0.01 0.00
H 0.00 0.00 0.00
H 0.01 0.01 0.00
H 0.00 -0.01 0.00
C 0.03 0.03 -0.01
C 0.00 0.00 0.03
C -0.01 0.02 -0.01
C 0.00 0.02 0.01
C 0.00 0.00 -0.02
C 0.01 0.01 0.00
H -0.01 0.02 0.00
H 0.00 -0.01 -0.01
H 0.01 0.00 -0.01
H 0.01 0.00 0.00
H 0.00 -0.01 0.01
H 0.00 0.01 0.01
C -0.08 0.02 0.01
C 0.03 -0.01 0.01
C -0.01 0.00 0.00
C 0.00 0.02 -0.01
C -0.01 -0.01 0.04
C 0.09 -0.02 0.10
H -0.01 0.00 0.00
H -0.01 -0.01 -0.01
H 0.01 0.00 -0.01
H 0.01 0.00 0.00
H 0.00 -0.05 0.01
H -0.15 -0.07 0.08
C -0.03 -0.04 -0.01
C 0.01 0.01 -0.01
C -0.01 0.00 0.00
C 0.02 0.01 0.00
C -0.02 -0.01 -0.01
C 0.00 0.04 0.01
H -0.01 -0.01 0.00
H -0.01 0.00 -0.01
H 0.00 0.01 0.01
H 0.00 0.01 0.02
H 0.01 0.01 -0.01
H 0.02 0.01 -0.01
C 0.00 -0.01 0.02
C 0.00 -0.01 -0.01
C 0.02 -0.03 -0.01
C -0.01 -0.02 0.00
C 0.00 0.01 0.00
C 0.00 0.00 0.01
H 0.00 -0.01 0.00
H 0.00 -0.02 0.00
H 0.01 0.01 0.03
H 0.03 -0.02 0.03
H 0.01 0.00 -0.01
H 0.00 -0.01 -0.01
C -0.03 0.02 0.01
C 0.01 -0.01 0.01
C -0.01 0.00 0.01
C -0.01 0.01 0.00
C 0.01 0.00 0.01
C 0.03 0.04 0.02
H -0.01 0.01 0.00
H -0.01 -0.01 -0.01
H 0.02 -0.03 -0.01
H 0.01 0.00 0.00
H 0.00 -0.01 0.01
H -0.01 -0.07 0.00
C 0.00 -0.01 0.01
C 0.00 0.01 -0.01
C 0.00 0.01 0.00
C -0.02 -0.02 0.00
C -0.01 -0.02 0.00
C 0.00 0.01 0.01
H 0.00 -0.01 0.00
H -0.01 0.00 -0.01
H -0.01 0.01 0.01
H 0.02 0.00 0.02
H 0.00 0.01 -0.02
H 0.00 -0.01 -0.01
C -0.02 0.00 -0.03
C 0.01 -0.01 0.01
C 0.00 0.00 0.00
C 0.00 0.01 0.00
C -0.01 -0.01 -0.01
C 0.01 -0.01 0.02
H -0.01 0.02 -0.01
H -0.01 -0.01 -0.01
H 0.01 0.00 -0.01
H 0.01 0.00 0.00
H 0.01 0.00 0.01
H 0.00 0.03 0.01

Summary:
HOMO energy	-8.17	eV
orbital gap	7.2	eV
SMILES string	C=CCc1c(OC#N)cc(N)c2c1C(=O)c1c(OCCC)c(CCCI)c(CCCNCc3ccccc3O)c(P(O)O)c1C2=O.c1ccccc1.c1ccccc1.c1ccccc1.c1ccccc1.c1ccccc1.c1ccccc1.c1ccccc1.c1ccccc1
spin multiplicity	1
LUMO level	-1.0	eV
total energy	-122601.05260	eV
total charge	0